ORCA calculation (ωB97M-V/def2-TZVPD) on a 5-piece molecular cluster, C13H30FN4O7PS overall at a distorted geometry.

Element x y z (Å)
H 1.284 -7.383 -2.343
H -4.008 3.705 -5.296
H -2.760 4.936 -5.004
H 2.370 4.362 4.252
H 1.804 -1.824 -1.562
H 0.794 -2.194 -0.155
C -3.045 3.394 -2.696
H 0.900 -6.016 -3.404
O -3.609 -2.427 1.935
O -4.039 -0.198 1.972
H 3.527 3.044 3.999
F -4.976 -2.757 2.184
H 3.278 -2.136 0.532
C 1.768 0.779 0.193
C 2.572 3.313 4.454
C 1.594 1.042 4.059
H -4.470 5.402 -5.067
H -3.914 2.226 1.832
S -2.281 1.076 -0.090
H -2.043 1.217 2.638
H 2.301 -7.042 -3.760
O -2.862 -1.166 3.650
C -3.456 -1.211 2.614
H 3.086 -0.924 1.822
O 2.418 1.559 0.871
C -4.751 5.092 -2.561
N 1.518 2.485 3.905
H -5.342 5.828 -3.134
O -4.887 4.945 -1.363
H 0.508 4.101 3.174
H 1.613 0.572 3.075
P -3.055 1.130 1.678
H 4.101 -0.566 0.420
H -2.408 2.925 -3.442
H 3.761 -7.360 -1.675
N 2.041 -0.527 0.053
H 0.875 1.095 -0.372
N 2.550 -5.728 -2.152
C 3.698 -6.296 -1.464
H 1.410 -4.082 -2.572
H -3.665 2.638 -2.218
H 2.636 3.166 5.534
C 3.194 -1.077 0.746
O 2.971 -3.649 -1.347
H 4.612 -5.803 -1.798
O -0.431 2.344 2.768
C 1.710 -6.590 -2.961
C 2.302 -4.417 -2.013
H 0.395 -0.815 -1.200
H 3.601 -6.142 -0.389
C 0.476 3.003 3.252
C -3.776 4.624 -4.754
N -3.888 4.399 -3.328
C 1.212 -1.394 -0.769
H 0.720 0.679 4.601
H -2.427 3.861 -1.929
H 2.496 0.780 4.605

The HOMO-LUMO gap comes out at 8.217 eV. The calculation puts the molar mass at 436.44 g/mol. The strongest force on any atom comes out at 1.9 eV/Å. Its structure (SMILES) is O=C(OF)O[PH2]=S.CN(C)C=O.CN(C)C=O.CN(C)C=O.CN(C)C=O. As for the LUMO energy: -0.47 eV.

=====

ORCA calculation (ωB97M-V/def2-TZVPD) on a 6-piece molecular cluster, C13H30IN5O14Si overall at a distorted geometry.

Element x y z (Å)
C -4.180 1.001 -0.013
O -4.891 -4.470 -6.321
O -3.968 -9.483 -6.879
O -3.072 -3.381 -6.685
C 8.264 4.915 2.578
C 5.021 1.246 4.607
H -3.283 0.101 1.733
H 4.878 2.130 5.221
H -4.725 -2.978 -4.209
O -4.121 0.832 -2.338
O -2.922 -9.085 -5.039
H 2.278 2.895 0.387
C -1.713 1.235 0.824
H 2.919 -0.011 0.906
H 0.450 -0.696 4.507
I -5.266 3.411 -1.585
H -1.722 1.760 1.785
H -4.860 1.485 0.678
C 0.222 0.313 4.837
N -4.143 -3.529 -6.139
O -4.978 -0.107 -0.542
O 3.654 0.942 2.753
C -3.863 1.750 -1.312
O 0.539 0.879 7.067
O 5.130 2.503 2.673
H -4.931 -7.473 -4.869
H -2.705 -0.542 0.202
H 8.328 5.973 2.357
H 9.176 4.394 2.303
N 8.087 4.752 4.047
O -0.585 0.376 0.768
H -3.824 -1.727 -5.108
H -0.469 1.087 -2.177
H 0.487 1.029 4.066
H 6.074 0.989 4.548
H 1.569 2.407 1.913
Si 0.780 1.022 0.043
C -2.987 0.376 0.722
N 4.566 1.588 3.233
H -1.673 2.010 0.054
N -3.702 -8.790 -5.920
H 7.403 4.456 2.100
H -3.609 -6.706 -5.792
H 4.428 0.420 4.971
C 0.507 1.382 -1.788
N 1.078 0.600 6.021
C -4.587 -2.492 -5.167
C 2.125 -0.277 0.212
O 8.039 5.752 4.730
H -0.815 0.410 5.137
O 7.993 3.616 4.457
C 1.338 2.609 0.865
O -4.449 -1.402 -2.314
H 1.664 -1.206 0.561
C -4.379 -7.469 -5.803
H -5.527 -2.090 -5.533
H 0.645 3.445 0.773
C -4.517 -0.353 -1.774
H -5.038 -7.342 -6.652
H -2.889 2.207 -1.409
H 2.541 -0.499 -0.772
H 0.663 2.442 -1.992
O 2.277 0.532 5.843
H 1.264 0.836 -2.352

The HOMO-LUMO gap comes out at 10.048 eV. The calculation puts the molar mass at 635.39 g/mol. The strongest force on any atom comes out at 1.6 eV/Å. Its structure (SMILES) is C[Si](C)(C)OCC[C@@H]1OC(=O)O[C@H]1I.C[N+](=O)[O-].C[N+](=O)[O-].C[N+](=O)[O-].C[N+](=O)[O-].C[N+](=O)[O-]. As for the LUMO energy: -0.28 eV.

=====

ORCA calculation (ωB97M-V/def2-TZVPD) on a 2-piece molecular cluster, C13H30N5O4 overall at a distorted geometry.

Element x y z (Å)
H 0.666 1.094 -2.186
H -0.478 -3.910 2.971
H 0.544 -0.285 3.434
O -1.818 0.850 -3.526
C 0.969 -0.465 2.441
N 0.446 3.384 2.941
H 2.148 -1.961 1.443
O -0.101 -3.072 2.644
H 1.563 -5.015 3.417
C 0.393 3.544 -0.713
N -0.346 -1.319 -1.186
N -0.554 4.946 1.681
C 1.884 -1.691 2.471
O 0.929 -3.077 -1.563
H -0.922 5.382 2.506
H -0.376 -1.695 -0.248
N 0.700 3.281 0.707
H -2.760 -1.752 -2.077
H 0.984 2.527 2.999
H -0.348 -1.963 -4.017
H 2.044 -4.387 1.825
C -1.033 -0.029 -1.427
C -0.007 1.120 -1.329
H -1.490 2.508 -0.565
H -4.627 -1.692 -3.578
H 3.043 -4.050 3.256
N -2.778 -1.051 -2.801
H 1.306 3.469 -1.308
C 1.217 -2.891 3.159
H 0.593 0.938 -0.439
H 0.140 -0.640 1.748
H 1.377 -2.330 -3.880
H 2.808 -1.451 3.007
H -3.232 -1.942 -4.652
H -0.966 2.846 -2.222
C -0.630 2.527 -1.236
C -3.687 -1.261 -3.930
H 2.476 0.365 1.487
C 0.389 -2.079 -2.008
H 1.264 2.466 0.905
C -1.929 -0.025 -2.678
H 1.166 -2.711 4.239
H 0.809 -0.678 -3.594
H -3.902 -0.315 -4.432
C 0.565 -1.729 -3.473
H -0.009 4.549 -0.847
H -0.725 5.345 0.776
C 2.015 -4.166 2.897
H 0.091 3.815 3.773
O 1.720 0.683 2.021
H -1.729 0.107 -0.600
C 0.197 3.883 1.766

As for the charge: +1. The HOMO-LUMO gap comes out at 9.272 eV. The calculation puts the molar mass at 320.41 g/mol. The strongest force on any atom comes out at 2.1 eV/Å. The calculation puts the relative energy (zero: lowest compared OMol25 entry of this formula, charge and spin) at 0.0 kcal/mol. As for the LUMO energy: -2.54 eV.

=====

ORCA calculation (ωB97M-V/def2-TZVPD) on a 2-piece molecular cluster, C13H31BO5PS overall at a distorted geometry.

Element x y z (Å)
H 0.303 1.365 -1.594
H -1.460 1.511 -0.045
H -3.483 -0.707 6.487
C -1.100 1.041 0.873
C -1.968 -0.146 1.251
H 1.993 -2.599 0.051
H 0.414 -0.798 -4.612
O 0.850 -0.613 -6.652
H -3.012 0.173 1.210
H -1.585 -1.766 2.603
S -0.144 -0.900 -1.874
H 0.922 0.853 2.226
H 0.388 -3.087 -2.438
C 1.113 -0.295 -5.273
C -2.918 -1.492 5.992
C 1.180 2.593 0.585
H -0.072 1.515 -5.062
C 0.778 0.488 -1.162
C 1.118 -3.002 -0.447
H -4.368 -1.543 4.440
H -1.857 -1.320 6.141
H -2.339 0.387 4.430
H -1.881 -0.969 0.546
O 1.305 1.565 -6.603
H 2.253 0.369 0.742
H 1.232 -4.079 -0.544
C 1.103 0.486 -7.395
C 0.956 1.207 -5.255
O 1.140 0.506 -8.585
H -2.945 -2.483 4.085
C -3.281 -1.543 4.512
H -0.707 -0.303 2.978
H 0.268 -2.781 0.187
H 1.615 1.700 -4.545
C -1.675 -0.687 2.668
H -3.205 -2.423 6.480
H 0.748 3.080 1.457
C -2.748 -0.330 3.721
H 0.533 -0.735 0.984
C 0.912 -2.364 -1.818
P 0.791 0.689 0.766
O 3.398 2.883 1.812
H 3.489 3.895 -0.830
O 3.456 2.955 -0.584
H 4.070 2.179 1.786
B 2.703 2.821 0.603
H 0.728 3.063 -0.293
H 2.129 -0.610 -5.029
H 1.865 -2.191 -2.311
H -3.580 0.150 3.214
H -1.229 1.798 1.650
H 1.803 0.488 -1.533

As for the charge: -1. The HOMO-LUMO gap comes out at 6.490 eV. The calculation puts the molar mass at 341.24 g/mol. The strongest force on any atom comes out at 1.1 eV/Å. As for the LUMO energy: 2.69 eV.